Record 1
A structure of composition C3H7O2 at a distorted geometry. Source: OMol25; level of theory: ωB97M-V/def2-TZVPD.

The geometry in XYZ format:
```
12
Properties=species:S:1:pos:R:3:forces:R:3:lowdin_charge:R:1
C -1.3375 -0.0384 2.4622 0.28 0.18 -2.91 -0.19
O -1.4417 -0.2092 3.6328 -0.20 -0.19 1.46 -0.05
H -2.1127 -0.4624 1.6991 1.14 0.68 0.96 0.09
H -0.4473 0.5186 1.9870 -1.16 -0.65 0.43 0.08
H 0.3345 -3.1765 -2.3572 0.55 0.77 -1.86 0.01
C 1.4235 1.2504 -0.6130 -2.75 1.96 -2.23 -0.10
C 0.1486 0.7879 -0.7183 -0.21 -0.37 0.02 -0.59
O -0.4635 -0.2562 -0.3818 -0.01 -1.01 0.94 -0.22
H 1.6177 2.0571 -1.2991 0.10 0.66 0.11 -0.02
H 2.2147 0.9107 -0.1380 3.52 -2.28 2.26 -0.07
H -0.4893 1.5128 -1.1864 -0.71 1.00 -1.03 0.05
H 0.5531 -2.8949 -3.0873 -0.55 -0.75 1.86 0.00
```
Positions in Å, forces in eV/Å.

Results
E_LUMO in eV: 4.03
DFT total energy in eV: -7317.176
Frontier orbital gap in eV: 6.5
Charge: -1

***

Record 2
A cluster of 2 separate species, CH3NOS in total at a distorted geometry. Source: OMol25; level of theory: ωB97M-V/def2-TZVPD.

The geometry in XYZ format:
```
7
Properties=species:S:1:pos:R:3:forces:R:3:lowdin_charge:R:1
C -0.3441 -0.2716 1.0872 2.04 1.38 1.91 -0.17
N 0.3823 -0.9635 -1.8582 -2.60 0.43 -0.77 -0.51
O -0.6470 -0.4030 2.2439 -0.74 -0.48 -0.36 -0.01
S 1.7495 -1.1768 -1.4585 2.84 -0.72 0.31 0.71
H 0.6096 0.3031 0.9261 -0.39 -0.25 -0.57 0.07
H -0.8405 -0.6238 0.2204 -1.01 -0.60 -0.84 0.03
H 2.4092 -2.0066 -2.4302 -0.13 0.24 0.32 -0.12
```
Positions in Å, forces in eV/Å.

Results
E_LUMO in eV: -1.22
DFT total energy in eV: -15454.477
Frontier orbital gap in eV: 8.4